No. 1
34
Properties=species:S:1:pos:R:3:forces:R:3 method="wB97M-V/def2-TZVPD" homo_energy_ha=-0.1758 homo_lumo_gap_ev=7.95 energy_ha=-747.03474 total_charge=-1
C 0.394321 -2.594811 0.500776 -2.2 0.4 -1.2
C 0.188469 -2.886102 -0.991665 1.2 0.4 -0.8
N -0.322150 -1.745905 -1.755373 -1.4 -1.5 0.1
C 0.418005 -0.531394 -1.800860 1.2 1.6 -3.2
C 0.206226 0.435915 -0.650720 0.1 -0.8 2.6
O -1.076301 0.214098 -0.165468 -0.4 0.9 0.7
H 0.659700 -3.500547 1.011712 0.8 0.0 0.6
H 0.981870 -1.700787 0.498656 1.2 -0.1 0.8
H -0.560662 -2.188638 0.905291 0.3 -0.6 -0.1
H -0.309680 -3.846249 -1.211949 -0.6 0.6 0.2
H 1.156790 -3.056123 -1.502846 0.1 -0.1 0.6
H -1.275730 -1.501202 -1.467101 0.6 -0.2 0.1
H 1.485503 -0.649141 -2.073010 0.0 -0.7 0.9
H 0.173067 -0.115617 -2.822516 -0.6 0.4 1.1
H 0.417836 1.528242 -0.686113 0.1 -0.4 -1.3
H 0.944844 0.138603 0.173360 -0.5 0.2 -0.7
H 3.731512 0.957510 0.041722 0.4 0.0 0.1
H 3.013843 0.615958 -1.176801 -0.1 -0.2 -0.5
O 3.921291 0.747231 -0.883180 -0.4 0.2 0.4
H -0.964133 2.044403 2.426110 0.3 0.3 0.5
H -0.742340 1.301156 1.212476 0.9 -1.1 -0.4
O -0.219465 1.607271 1.994038 -0.6 0.6 0.3
H -2.723963 0.931475 2.604542 0.1 -0.2 -0.7
H -2.446689 1.093275 1.034468 -0.6 -0.2 0.9
O -2.967624 1.436898 1.816402 0.1 0.0 -0.5
H 0.342941 3.636449 -0.624055 -1.3 0.7 1.0
H -0.809466 3.186733 0.268420 -0.1 -0.1 0.1
O -0.389725 3.993563 -0.043078 1.4 -0.3 -1.2
H -2.970099 -0.211002 -2.345056 -0.4 0.5 -0.1
H -2.197503 0.359292 -1.176568 -0.3 0.9 -0.1
O -2.960732 0.612222 -1.828752 0.5 -1.2 0.0
H 1.310422 0.605804 2.894948 0.0 0.0 -0.6
H 1.615062 -0.842711 3.136017 0.1 -0.3 -0.1
O 1.974567 -0.075882 2.686182 0.0 0.3 0.5

No. 2
100
Properties=species:S:1:pos:R:3:forces:R:3 method="wB97M-V/def2-TZVPD" spin_multiplicity=2 homo_energy_ha="-0.4677 / -0.4664" homo_lumo_gap_ev="7.07 / 7.08" energy_ha=-5740.41128 total_charge=+2
Ru -0.654496 -0.321965 -0.102487 0.2 -0.1 0.0
Cl -1.766920 -1.534223 2.044469 0.0 0.1 0.0
C -0.809031 -0.897519 3.374542 0.0 0.0 0.0
C -1.358889 -0.953665 4.640319 0.0 0.0 0.0
C -0.628701 -0.449213 5.707413 0.0 0.0 0.0
C 0.624312 0.102024 5.490190 0.0 0.0 0.0
C 1.156141 0.146511 4.209368 0.0 0.0 0.0
C 0.449080 -0.357142 3.120770 0.0 0.0 0.0
P 1.173401 -0.339433 1.429881 0.0 0.0 0.1
C 2.420721 0.970577 1.444825 -0.1 0.0 0.0
C 2.115460 2.169634 0.803521 0.0 0.0 0.0
C 3.052852 3.186640 0.732131 0.0 0.0 0.0
C 4.304727 3.012741 1.306847 0.0 0.0 0.0
C 4.610471 1.828860 1.965084 0.0 0.0 0.0
C 3.673781 0.808071 2.037479 0.0 0.0 0.0
C 2.102792 -1.917022 1.485730 0.0 0.0 -0.1
C 1.584500 -2.989507 2.213623 0.0 0.0 0.0
C 2.248481 -4.205895 2.249224 0.0 0.0 0.0
C 3.441385 -4.373901 1.560230 0.0 0.0 0.0
C 3.968715 -3.314928 0.835771 0.0 0.0 0.0
C 3.303041 -2.096873 0.798166 0.0 0.0 0.0
H -2.341565 -1.379989 4.788021 0.0 0.0 0.0
H -1.048396 -0.483190 6.703381 0.0 0.0 0.0
H 1.191911 0.505145 6.317444 0.0 0.0 0.0
H 2.127822 0.595207 4.057168 0.0 0.0 0.0
H 1.140317 2.298977 0.353081 0.0 0.0 0.0
H 2.810265 4.111662 0.224913 0.0 0.0 0.0
H 5.041922 3.802009 1.244634 0.0 0.0 0.0
H 5.582521 1.696460 2.420922 0.0 0.0 0.0
H 3.929736 -0.114604 2.542578 0.0 0.0 0.0
H 0.664855 -2.883115 2.773039 0.0 0.0 0.0
H 1.840775 -5.018811 2.836391 0.0 0.0 0.0
H 3.967647 -5.318498 1.603858 0.0 0.0 0.0
H 4.911044 -3.426172 0.315196 0.0 0.0 0.0
H 3.757174 -1.279103 0.261126 0.0 0.0 0.0
Br -1.209328 1.883980 1.959884 0.0 0.1 0.1
C -1.282386 3.215884 0.615295 0.0 -0.1 0.0
C -1.279273 4.520273 1.002427 0.0 0.0 0.0
C -1.483575 5.519075 0.027312 0.0 0.0 0.0
C -1.756100 5.157450 -1.257814 0.0 0.0 0.0
C -1.781178 3.796087 -1.654357 0.0 0.0 0.0
C -2.159634 3.446360 -2.971887 0.0 0.0 0.0
C -2.224135 2.134988 -3.328796 0.0 0.0 0.0
C -1.815699 1.133022 -2.419135 0.0 0.1 -0.1
C -1.381763 1.404617 -1.137017 0.0 -0.1 -0.1
C -1.458606 2.771983 -0.717069 0.0 0.0 0.0
H -1.154533 4.785732 2.043146 0.0 0.0 0.0
H -1.468204 6.559939 0.319062 0.0 0.0 0.0
H -1.977446 5.911578 -2.002523 0.0 0.0 0.0
H -2.419662 4.232518 -3.669179 0.0 0.0 0.0
H -2.547181 1.847805 -4.321178 0.0 0.0 0.0
H -1.829216 0.110626 -2.779335 0.0 0.0 0.0
C -0.745438 -5.194807 -0.319552 0.0 0.0 0.0
N 0.463458 -4.555892 -0.823516 0.1 0.0 0.0
C 1.540887 -5.420407 -1.284966 0.0 0.0 0.0
C 0.586742 -3.245741 -0.825106 -0.1 0.0 -0.1
O -0.315994 -2.477957 -0.440861 0.0 0.0 0.2
H -0.991138 -6.040528 -0.959023 0.0 0.0 0.0
H -1.559817 -4.476834 -0.329316 0.0 0.0 0.0
H -0.585665 -5.553607 0.698493 0.0 0.0 0.0
H 1.214207 -5.991219 -2.153633 0.0 0.0 0.0
H 1.822249 -6.111922 -0.490666 0.0 0.0 0.0
H 2.408124 -4.820769 -1.550969 0.0 0.0 0.0
H 1.541335 -2.878375 -1.217921 0.0 0.0 0.0
O -2.485599 -1.078637 -0.882612 0.0 0.1 -0.1
C -3.680780 -0.719269 -0.706847 0.0 0.0 0.0
C -4.765244 -1.495577 -1.392445 0.0 0.0 0.0
C -5.695667 -2.224179 -0.409685 0.0 0.0 0.0
C -6.768919 -1.337500 0.214259 0.0 0.0 0.0
C -6.243540 -0.198013 1.080928 0.0 0.0 0.0
C -5.360662 0.791936 0.332948 0.0 0.0 0.0
N -4.004799 0.292337 0.078737 0.0 0.0 0.0
H -4.265783 -2.202780 -2.050613 0.0 0.0 0.0
H -5.348375 -0.812534 -2.018918 0.0 0.0 0.0
H -5.095419 -2.702122 0.371639 0.0 0.0 0.0
H -6.185068 -3.030486 -0.956437 0.0 0.0 0.0
H -7.434508 -1.959557 0.814284 0.0 0.0 0.0
H -7.384971 -0.916958 -0.587409 0.0 0.0 0.0
H -5.686113 -0.589586 1.937478 0.0 0.0 0.0
H -7.092627 0.355570 1.485879 0.0 0.0 0.0
H -5.233762 1.701413 0.917575 0.0 0.0 0.0
H -5.820500 1.082995 -0.614692 0.0 0.0 0.0
H -3.236683 0.781160 0.519524 0.0 0.0 0.0
C 3.089194 0.092575 -1.800165 0.0 0.0 0.0
Te 0.970531 0.053061 -2.138474 0.0 0.1 0.0
C 1.265859 2.107646 -2.634184 0.0 0.0 0.0
C 2.690029 2.181051 -3.106550 0.0 0.0 0.0
C 3.131475 3.224211 -3.914118 0.0 0.0 0.0
C 4.454722 3.274529 -4.319860 0.0 0.0 0.0
C 5.341034 2.277977 -3.930932 0.0 0.0 0.0
C 4.904333 1.233040 -3.133569 0.0 0.0 0.0
C 3.578326 1.185233 -2.715611 0.1 0.0 0.0
H 3.519769 -0.877347 -2.043053 0.0 0.0 0.0
H 3.295606 0.341172 -0.763467 0.0 0.0 0.0
H 1.073251 2.717397 -1.754415 0.0 0.0 0.0
H 0.540818 2.368099 -3.401158 0.0 0.0 0.0
H 2.436738 3.993118 -4.229416 0.0 0.0 0.0
H 4.794341 4.083913 -4.951676 0.0 0.0 0.0
H 6.370863 2.311392 -4.259676 0.0 0.0 0.0
H 5.593241 0.451146 -2.837929 0.0 0.0 0.0

No. 3
57
Properties=species:S:1:pos:R:3:forces:R:3 method="wB97M-V/def2-TZVPD" homo_energy_ha=-0.2509 homo_lumo_gap_ev=7.23 energy_ha=-1782.40399
Ag -0.626010 -0.277819 -0.254054 -0.1 0.1 0.4
C -3.474397 -2.767067 4.413417 0.0 0.0 0.0
C -2.221138 -1.965873 4.749716 -0.1 0.0 0.0
N -2.184599 -0.661608 4.121403 0.0 -0.1 0.0
C -1.785364 -0.381800 2.853822 0.2 0.2 0.1
S -1.100583 -1.662996 1.919656 0.0 0.1 -0.2
N -1.950324 0.909346 2.564168 0.0 -0.2 0.0
N -1.541513 1.291811 1.343148 -0.1 0.0 0.0
C -1.680370 2.530221 1.032401 0.1 0.1 -0.1
C -2.268055 3.564591 1.948590 0.0 0.0 0.0
C -1.231943 2.947867 -0.320546 0.0 -0.1 0.1
C -1.505153 4.233362 -0.790003 0.0 0.1 0.0
C -1.062673 4.614928 -2.043796 0.0 0.0 0.0
C -0.349392 3.711534 -2.812519 0.0 0.0 0.0
C -0.126468 2.452597 -2.277934 0.0 0.0 0.0
N -0.551968 2.076253 -1.077746 0.0 0.0 -0.1
H -3.456818 -3.733012 4.923934 0.0 0.0 0.0
H -3.526661 -2.942116 3.337748 0.0 0.0 0.0
H -4.373156 -2.229568 4.723845 0.0 0.0 0.0
H -1.335011 -2.518671 4.444811 0.0 0.0 0.0
H -2.157650 -1.804040 5.827857 0.0 0.0 0.0
H -2.609347 0.120402 4.593938 0.0 0.0 0.0
H -2.323924 3.158285 2.952415 0.0 0.0 0.0
H -3.280279 3.837412 1.633162 0.0 0.0 0.0
H -1.664405 4.474198 1.957472 0.0 0.0 0.0
H -2.065170 4.923765 -0.175917 0.0 0.0 0.0
H -1.273208 5.610412 -2.413656 0.0 0.0 0.0
H 0.025829 3.966126 -3.794525 0.0 0.0 0.0
H 0.430805 1.708876 -2.841019 0.0 0.0 0.0
N 1.973469 -0.120045 1.581068 0.1 0.1 -0.1
C 3.056846 0.025929 0.776971 -0.1 0.0 0.0
C 4.293548 0.395546 1.274642 0.0 0.0 0.0
C 5.407992 0.559452 0.438139 0.0 0.0 0.0
C 5.320707 0.356964 -0.910146 0.0 0.0 0.0
C 4.077459 -0.020334 -1.465240 0.0 0.0 0.0
C 3.920650 -0.250561 -2.850956 0.1 0.0 0.0
C 2.708553 -0.621410 -3.346809 0.0 0.0 0.0
C 1.630649 -0.755571 -2.451593 0.0 0.0 0.0
N 1.722509 -0.543441 -1.161495 0.2 0.0 0.1
C 2.934489 -0.185330 -0.642906 0.0 0.0 -0.1
H 2.085845 -0.113137 2.577929 0.0 0.0 0.0
H 1.128252 -0.548051 1.232791 0.0 -0.1 0.2
H 4.393175 0.559182 2.341719 0.0 0.0 0.0
H 6.354492 0.848264 0.878396 0.0 0.0 0.0
H 6.179787 0.476646 -1.558719 0.0 0.0 0.0
H 4.778619 -0.127997 -3.502728 0.0 0.0 0.0
H 2.558862 -0.805275 -4.402599 0.0 0.0 0.0
H 0.651161 -1.039863 -2.822609 0.0 0.0 0.0
C -0.896119 -4.480644 -3.031694 0.0 0.0 0.0
C -2.132216 -3.588004 -3.165537 0.0 0.1 0.0
C -1.956800 -2.306902 -2.475453 -0.1 -0.3 0.0
N -1.789664 -1.334789 -1.892272 -0.1 -0.1 -0.4
H -1.054788 -5.404592 -3.584654 0.0 0.0 0.0
H -0.705826 -4.727080 -1.988217 0.0 0.0 0.0
H -0.011383 -3.986035 -3.431817 0.0 0.0 0.0
H -3.010742 -4.075248 -2.744070 0.0 0.0 0.0
H -2.350582 -3.375116 -4.211953 0.0 0.0 0.0